{
  "formula": "C24H56N8O8",
  "method": "wB97M-V/def2-TZVPD",
  "symbols": ["C", "N", "C", "C", "O", "H", "H", "H", "H", "H", "H", "H", "C", "N", "C", "C", "O", "H", "H", "H", "H", "H", "H", "H", "C", "N", "C", "C", "O", "H", "H", "H", "H", "H", "H", "H", "C", "N", "C", "C", "O", "H", "H", "H", "H", "H", "H", "H", "C", "N", "C", "C", "O", "H", "H", "H", "H", "H", "H", "H", "C", "N", "C", "C", "O", "H", "H", "H", "H", "H", "H", "H", "C", "N", "C", "C", "O", "H", "H", "H", "H", "H", "H", "H", "C", "N", "C", "C", "O", "H", "H", "H", "H", "H", "H", "H"],
  "positions_angstrom": [[1.692, -1.535, -0.541], [1.444, -0.153, -0.538], [0.392, 0.481, -0.994], [0.501, 2.046, -1.038], [-0.493, -0.164, -1.442], [2.471, -1.682, 0.414], [2.058, -1.937, -1.420], [0.812, -2.066, -0.314], [2.104, 0.539, -0.231], [-0.466, 2.421, -1.376], [1.156, 2.272, -1.818], [0.389, 2.440, -0.204], [-2.814, 0.958, -7.794], [-2.248, 1.219, -6.461], [-2.946, 1.250, -5.371], [-2.240, 1.490, -4.040], [-4.137, 1.019, -5.311], [-2.662, -0.130, -8.097], [-2.138, 1.416, -8.467], [-3.909, 1.170, -8.111], [-1.224, 1.477, -6.384], [-2.892, 2.005, -3.229], [-1.419, 2.150, -4.290], [-1.859, 0.484, -3.796], [5.103, 2.419, -0.979], [5.441, 1.367, -0.015], [4.571, 0.957, 0.932], [5.039, -0.122, 1.866], [3.457, 1.373, 1.018], [4.393, 3.221, -0.318], [4.432, 1.981, -1.717], [6.006, 2.827, -1.501], [6.451, 1.056, 0.017], [5.931, -0.831, 1.486], [4.494, -0.962, 1.988], [5.679, 0.229, 2.585], [-1.802, -2.601, 2.645], [-1.724, -3.932, 3.107], [-1.189, -5.010, 2.447], [-1.300, -6.369, 3.021], [-0.486, -4.897, 1.391], [-0.743, -2.314, 2.222], [-1.999, -2.020, 3.371], [-2.712, -2.438, 1.935], [-2.155, -4.291, 3.932], [-0.746, -6.551, 4.005], [-0.701, -7.047, 2.343], [-2.428, -6.547, 3.031], [-4.046, -0.611, -0.608], [-4.964, -0.812, 0.522], [-5.609, -1.931, 0.735], [-6.244, -2.065, 2.173], [-5.436, -2.914, 0.006], [-2.955, -1.027, -0.390], [-3.919, 0.455, -1.034], [-4.401, -1.095, -1.549], [-4.627, -0.220, 1.404], [-6.998, -1.234, 2.478], [-5.383, -2.233, 3.035], [-6.845, -3.048, 2.247], [2.234, -3.112, 3.261], [2.285, -4.079, 2.094], [3.468, -4.315, 1.574], [3.421, -5.403, 0.451], [4.471, -3.803, 1.818], [2.892, -3.494, 4.088], [1.211, -3.143, 3.866], [2.391, -2.116, 2.926], [1.267, -4.324, 1.839], [3.920, -6.384, 0.686], [3.743, -4.984, -0.620], [2.331, -5.683, 0.219], [4.829, 5.742, -3.456], [4.165, 6.084, -2.217], [2.899, 5.569, -1.933], [2.126, 6.090, -0.679], [2.385, 4.755, -2.668], [4.346, 6.066, -4.345], [4.882, 4.600, -3.367], [5.898, 6.062, -3.535], [4.407, 6.929, -1.727], [2.326, 6.896, -0.306], [2.282, 5.106, 0.052], [1.036, 6.222, -1.062], [-1.935, 1.326, 1.530], [-2.650, 1.837, 2.794], [-3.823, 1.831, 3.064], [-4.438, 2.061, 4.575], [-4.710, 1.411, 2.199], [-2.376, 1.740, 0.761], [-1.952, 0.493, 1.520], [-0.762, 1.778, 1.488], [-1.908, 1.971, 3.427], [-4.415, 1.159, 5.112], [-5.486, 2.368, 4.439], [-3.947, 2.797, 5.116]],
  "forces_ev_per_a": [[2.0, 0.1, 4.6], [2.0, 2.5, 0.8], [0.6, 1.7, -0.3], [-2.6, -5.3, -6.7], [-3.9, -1.2, -1.6], [-1.8, -0.1, -2.7], [1.2, -0.6, -1.9], [-1.2, -0.7, 0.5], [1.0, -0.7, 0.5], [-0.4, -0.6, -1.0], [1.7, 1.1, -0.4], [1.2, 3.8, 8.0], [-0.5, -2.2, -0.9], [2.6, 0.7, -2.6], [-2.3, 0.1, 4.0], [-0.1, 0.6, -0.2], [-1.1, -0.2, -0.8], [-0.4, 1.0, 0.8], [0.3, 1.0, -0.9], [1.9, 0.2, 1.5], [-2.0, -0.5, -0.4], [1.0, -1.3, -1.6], [0.6, 0.1, 0.6], [-0.1, 0.6, 0.7], [-1.9, 1.4, 2.0], [2.7, 0.1, -0.6], [2.1, -1.8, -0.1], [4.4, -0.8, -3.5], [-2.5, 1.3, 0.0], [2.2, -1.7, -2.2], [0.0, 0.3, -0.2], [-0.9, -0.2, 0.9], [-2.1, 0.3, 0.1], [-1.3, 1.7, -0.7], [-3.0, -1.9, 1.4], [0.4, 1.2, 2.9], [1.6, -2.4, -6.8], [0.5, -3.4, -0.2], [3.1, 1.8, -2.6], [-0.1, -1.5, 0.6], [-1.7, 0.5, 2.2], [-2.3, -0.4, 0.3], [-1.1, 4.2, 5.6], [1.9, -0.4, 0.5], [-0.6, 0.8, 0.6], [-1.3, 0.7, -0.9], [-1.3, 0.7, 0.4], [1.6, -0.6, 0.4], [1.7, -0.2, -1.5], [2.6, 4.4, 1.4], [1.1, -3.0, 1.4], [-0.6, -1.0, 1.6], [-1.3, 0.4, 0.3], [-2.2, 0.8, -0.4], [-0.4, -1.2, 1.6], [0.1, -0.3, 1.1], [-1.8, -1.1, -2.4], [1.7, -1.2, -0.5], [-2.0, 0.9, -2.3], [1.0, 1.5, -0.5], [-1.6, -2.4, 1.6], [-4.4, 2.0, 3.4], [-3.7, -4.8, -4.5], [-1.7, -0.3, -2.4], [5.4, 3.3, 2.2], [0.1, 0.9, -1.1], [1.6, -0.1, -1.9], [0.5, 0.9, 0.1], [2.5, -0.4, -0.5], [-0.1, 1.3, -0.1], [-0.1, -0.8, 2.6], [1.4, 0.3, 0.6], [1.6, -2.5, 1.1], [-1.0, 0.6, 0.8], [0.4, 1.3, -0.3], [-3.2, -11.6, -4.5], [0.0, -0.4, 0.1], [-0.8, 0.1, -0.7], [-0.1, 1.5, -1.0], [-0.9, 0.1, 0.6], [0.1, 0.0, 0.0], [3.2, 8.8, 4.4], [-0.9, 2.9, -1.5], [1.7, -0.9, 0.9], [3.9, 18.9, 4.3], [10.5, -0.3, -3.0], [-12.4, -2.3, 1.3], [-0.2, 0.3, -3.7], [2.4, 1.4, 2.3], [-2.4, 1.8, -4.1], [-0.2, -19.0, -0.3], [-3.3, -1.4, 0.6], [0.1, 0.7, 1.5], [0.1, -1.4, 0.5], [0.5, -0.2, -0.1], [1.1, 1.4, 1.0]],
  "mulliken_charge": [-0.93, 0.33, 0.81, -1.95, -0.66, 0.03, 0.35, 0.38, 0.01, 0.27, 0.61, 0.80, -0.85, -0.20, 0.51, -0.61, -0.66, 0.28, 0.35, 0.27, 0.24, 0.20, 0.30, 0.16, -0.62, -0.19, 0.88, -1.20, -0.71, 0.08, 0.25, 0.32, 0.28, 0.33, -0.08, 0.59, -1.07, -0.05, 0.74, -1.23, -0.77, 0.05, 0.69, 0.33, 0.23, 0.32, 0.29, 0.39, -0.68, 0.08, 0.80, -0.86, -0.68, 0.13, 0.17, 0.36, 0.05, 0.27, 0.12, 0.32, -0.83, 0.08, 0.60, -0.93, -0.55, 0.35, 0.21, 0.23, 0.16, 0.30, 0.23, 0.20, -0.71, -0.22, 0.57, -1.06, -0.58, 0.29, 0.15, 0.31, 0.24, 0.70, 0.09, 0.24, 0.02, 0.03, 0.68, -1.19, -0.79, 0.46, -0.43, -0.09, 0.21, 0.30, 0.31, 0.45],
  "smiles": "CNC(C)=O.CNC(C)=O.CNC(C)=O.CNC(C)=O.CNC(C)=O.CNC(C)=O.CNC(C)=O.CNC(C)=O",
  "multiplicity": 1
}

{
  "formula": "C6H24O6",
  "method": "wB97M-V/def2-TZVPD",
  "symbols": ["C", "C", "O", "H", "H", "H", "H", "H", "H", "C", "C", "O", "H", "H", "H", "H", "H", "H", "C", "C", "O", "H", "H", "H", "H", "H", "H", "O", "H", "H", "O", "H", "H", "O", "H", "H"],
  "positions_angstrom": [[8.895, -9.855, 21.406], [8.965, -9.541, 22.914], [8.285, -8.327, 23.143], [7.990, -10.328, 21.024], [9.812, -10.358, 21.098], [8.906, -8.919, 20.848], [9.982, -9.334, 23.249], [8.609, -10.304, 23.606], [7.349, -8.444, 22.966], [2.333, -6.526, 13.324], [3.534, -7.438, 13.599], [4.422, -6.798, 14.450], [2.647, -5.663, 12.737], [2.024, -6.129, 14.290], [1.521, -7.078, 12.851], [4.018, -7.708, 12.661], [3.146, -8.370, 14.009], [4.865, -6.163, 13.882], [3.956, -4.610, 20.710], [4.133, -5.351, 19.464], [5.032, -4.703, 18.625], [3.530, -3.670, 20.359], [4.850, -4.301, 21.252], [3.217, -5.104, 21.340], [3.150, -5.349, 18.993], [4.461, -6.376, 19.636], [4.958, -5.138, 17.773], [6.290, -9.750, 16.723], [6.016, -9.083, 16.094], [6.747, -10.405, 16.195], [8.181, -12.316, 13.828], [8.217, -12.039, 12.913], [8.621, -13.166, 13.839], [3.506, -10.948, 19.386], [4.199, -10.680, 18.782], [2.693, -10.771, 18.912]],
  "forces_ev_per_a": [[0.6, 0.2, 0.1], [-0.1, 0.4, -0.6], [-0.4, 0.6, 0.6], [0.1, -0.5, 0.5], [-0.3, -0.5, -0.2], [0.2, 0.3, 0.3], [0.2, -0.1, -0.4], [-0.2, -0.4, -0.3], [-0.1, -0.1, 0.0], [0.5, -0.1, 0.3], [-1.6, -0.2, -1.1], [0.9, 0.1, 0.6], [-0.2, -0.1, -0.3], [-0.3, -0.1, 0.0], [0.0, 0.2, -0.1], [0.1, -0.1, -0.2], [0.4, 0.0, 0.5], [0.3, 0.3, 0.3], [-0.5, 1.6, 0.7], [-0.3, -1.3, -0.4], [0.7, 0.5, -0.7], [-0.3, 0.3, 0.4], [0.2, -0.6, 0.0], [0.2, 0.1, 0.2], [-0.2, -0.5, -0.2], [-0.1, -0.3, 0.0], [0.2, 0.1, -0.2], [-0.1, 0.0, 0.3], [-0.1, 0.3, -0.2], [0.2, -0.3, -0.1], [-0.1, 0.2, 0.2], [0.0, 0.1, -0.2], [0.1, -0.2, 0.1], [0.0, -0.1, 0.3], [0.3, 0.1, -0.2], [-0.2, 0.0, -0.1]],
  "mulliken_charge": [-0.96, -0.24, -0.53, 0.31, 0.31, 0.31, 0.25, 0.25, 0.30, -0.99, -0.32, -0.49, 0.29, 0.27, 0.34, 0.30, 0.31, 0.29, -1.10, -0.08, -0.52, 0.27, 0.31, 0.32, 0.23, 0.27, 0.29, -0.63, 0.31, 0.32, -0.63, 0.32, 0.32, -0.64, 0.33, 0.31],
  "smiles": "CCO.CCO.CCO.O.O.O",
  "multiplicity": 1
}

| no. | gap between HOMO and LUMO (eV) | HOMO (eV) |
| --- | --- | --- |
| 1 | 8.63 | -8.447 |
| 2 | 10.34 | -9.993 |